{
  "formula": "C25H59BrN3NbO11P",
  "method": "ωB97M-V/def2-TZVPD",
  "lumo_ev": 2.18,
  "e_tot_ev": -134755.3441,
  "total_charge": -1,
  "homo_energy_ev": -5.53,
  "symbols": ["C", "C", "C", "Nb", "N", "C", "C", "O", "C", "C", "O", "C", "C", "O", "Br", "C", "C", "C", "O", "C", "P", "O", "O", "O", "H", "H", "H", "H", "H", "H", "H", "H", "H", "H", "H", "H", "H", "H", "H", "H", "H", "H", "H", "H", "H", "H", "H", "H", "H", "H", "H", "H", "H", "C", "O", "C", "C", "N", "C", "C", "O", "C", "H", "H", "H", "H", "H", "H", "H", "H", "H", "H", "H", "H", "H", "H", "H", "C", "O", "C", "C", "N", "C", "C", "O", "C", "H", "H", "H", "H", "H", "H", "H", "H", "H", "H", "H", "H", "H", "H", "H"],
  "positions_angstrom": [[4.67906, 2.82020, 0.03124], [3.87087, 1.60277, 0.46581], [2.78683, 1.15882, -0.54341], [3.06643, -0.41588, -2.12685], [3.53934, -1.81636, -3.54155], [4.25838, 1.09078, -3.35390], [3.79105, 2.38793, -3.98786], [3.92761, 3.47175, -3.02406], [3.11485, 4.54012, -3.15077], [1.63062, 4.25596, -3.05777], [3.54808, 5.65512, -3.25365], [1.16070, 0.20419, -3.34286], [1.32446, -0.08730, -4.75783], [1.98646, 0.37464, -5.61212], [0.13554, -1.65455, -5.31444], [1.66434, -1.88749, -1.09415], [0.57883, -1.51781, -0.10981], [-0.52171, -0.59802, -0.58814], [-0.07713, -2.77330, 0.28090], [4.86302, -1.13629, -0.86768], [5.65249, -2.68732, -1.10623], [6.62751, -3.13107, -0.08958], [6.32108, -2.59619, -2.58036], [4.53034, -3.81338, -1.40061], [4.02248, 3.66275, -0.19495], [5.36445, 3.12918, 0.82450], [5.26632, 2.62809, -0.86684], [4.55806, 0.79256, 0.70668], [3.39480, 1.85864, 1.42172], [1.88615, 0.90708, 0.03095], [2.50872, 2.05414, -1.12317], [4.42303, -1.78310, -4.03634], [3.32520, -2.78823, -3.34356], [4.65142, 0.48760, -4.18300], [5.12943, 1.34500, -2.73506], [4.42123, 2.67978, -4.83476], [2.76981, 2.32988, -4.36210], [1.21968, 4.94346, -2.31997], [1.15640, 4.47527, -4.01453], [1.41626, 3.23636, -2.75964], [0.31740, -0.34602, -2.95480], [0.96038, 1.27430, -3.24973], [1.22669, -2.54453, -1.85828], [2.37542, -2.50621, -0.53367], [1.02183, -1.11779, 0.81118], [-1.08085, -1.08906, -1.38711], [-0.13805, 0.34114, -0.98977], [-1.18420, -0.32517, 0.23564], [-0.52133, -2.63245, 1.12464], [5.66958, -0.40302, -0.99044], [4.56560, -1.12134, 0.18589], [7.22381, -2.92237, -2.47112], [4.12422, -4.10588, -0.57683], [0.09566, -4.43259, 6.64829], [0.56565, -3.10700, 6.74717], [1.28828, -2.65228, 5.60679], [0.54669, -1.53774, 4.90747], [-0.67611, -2.03460, 4.29770], [-1.53612, -1.00986, 3.72107], [-2.17793, 0.00677, 4.65204], [-3.13261, -0.54745, 5.53877], [-2.61994, -1.04067, 6.75805], [-0.35538, -4.68356, 7.60709], [-0.65530, -4.55397, 5.85924], [0.91278, -5.13412, 6.44893], [1.45778, -3.48241, 4.91463], [2.25990, -2.28296, 5.94464], [1.19050, -1.12743, 4.12339], [0.37202, -0.73787, 5.64285], [-1.19606, -2.55995, 4.98981], [-2.34272, -1.52509, 3.19217], [-0.95628, -0.47516, 2.96055], [-2.72099, 0.72394, 4.03160], [-1.42816, 0.57496, 5.21739], [-1.74450, -0.46939, 7.08272], [-2.33471, -2.09599, 6.70206], [-3.40449, -0.93899, 7.50813], [-6.73053, 3.89234, -1.78102], [-7.26910, 2.65080, -1.38382], [-7.46533, 1.72398, -2.44481], [-6.55012, 0.53010, -2.30005], [-5.16589, 0.91108, -2.51556], [-4.18806, -0.13728, -2.24712], [-4.06760, -0.64363, -0.81726], [-3.56887, 0.32465, 0.08849], [-4.52901, 1.16414, 0.69036], [-6.71462, 4.52945, -0.89846], [-5.71120, 3.80162, -2.17199], [-7.34871, 4.36958, -2.54937], [-7.29150, 2.21408, -3.40796], [-8.50601, 1.38879, -2.41175], [-6.82939, -0.21771, -3.04940], [-6.73473, 0.08689, -1.30962], [-4.95462, 1.71580, -1.93845], [-3.20713, 0.23441, -2.55123], [-4.41327, -0.99189, -2.89363], [-3.34091, -1.45941, -0.81819], [-5.01272, -1.05172, -0.43561], [-5.48541, 0.64876, 0.82548], [-4.71083, 2.07998, 0.11833], [-4.14531, 1.45123, 1.67023]],
  "atomic_forces_ev_per_a": [[0.07, -0.06, 0.00], [-0.31, 0.21, 0.21], [0.69, 0.31, 0.21], [0.67, -1.42, -0.53], [0.36, 0.67, 0.96], [-0.61, 0.23, -0.42], [0.09, 0.09, 0.16], [0.15, 0.16, -0.21], [-0.19, -0.38, -0.04], [0.02, 0.18, -0.07], [0.11, 0.09, 0.15], [-0.39, 0.23, -0.21], [-0.03, -0.15, 0.62], [0.22, 0.36, -0.41], [-0.12, -0.31, -0.09], [-0.43, 0.63, -0.21], [-0.35, -0.78, 0.31], [0.21, 0.46, -0.13], [0.20, 0.08, 0.11], [-0.23, -0.07, 0.13], [-0.05, 0.19, -0.41], [0.07, -0.06, 0.06], [0.10, -0.05, 0.29], [-0.06, 0.00, 0.10], [0.00, 0.01, 0.00], [0.03, 0.01, -0.01], [-0.03, -0.01, -0.01], [0.04, -0.02, -0.01], [-0.01, 0.00, -0.01], [-0.05, -0.24, -0.15], [-0.06, -0.09, -0.04], [-0.06, -0.13, -0.22], [-0.03, -0.08, -0.08], [-0.06, -0.12, 0.08], [-0.03, -0.14, 0.14], [-0.01, 0.00, 0.00], [-0.09, 0.02, 0.10], [-0.03, 0.02, -0.01], [-0.03, -0.04, 0.00], [0.01, -0.06, -0.01], [-0.05, 0.02, 0.00], [0.22, 0.08, 0.08], [-0.03, 0.09, -0.05], [0.18, 0.01, -0.10], [0.16, 0.18, -0.15], [-0.09, -0.02, 0.09], [0.10, 0.00, 0.05], [-0.15, -0.22, -0.10], [0.00, 0.03, 0.01], [-0.08, 0.10, 0.11], [0.04, 0.06, 0.00], [0.00, -0.02, -0.15], [-0.01, -0.09, -0.01], [0.04, -0.05, 0.03], [-0.08, 0.04, -0.02], [0.10, -0.06, -0.04], [-0.04, 0.04, -0.01], [-0.02, 0.02, 0.18], [-0.02, -0.22, -0.26], [0.08, 0.15, -0.03], [-0.02, -0.06, 0.02], [0.00, 0.04, 0.03], [-0.01, -0.01, 0.00], [0.02, 0.02, -0.02], [0.00, 0.00, 0.01], [0.00, 0.03, -0.03], [0.00, -0.02, 0.03], [-0.02, 0.02, -0.01], [0.03, 0.01, -0.01], [-0.02, 0.00, -0.04], [-0.02, 0.05, -0.03], [-0.03, 0.07, 0.02], [-0.01, 0.00, 0.01], [0.01, -0.05, 0.02], [-0.01, 0.00, 0.02], [0.02, 0.01, -0.02], [0.00, -0.01, 0.00], [-0.03, 0.04, -0.01], [0.06, -0.03, 0.04], [-0.06, 0.02, -0.10], [0.05, -0.02, 0.05], [-0.04, 0.07, 0.13], [0.04, 0.01, -0.11], [0.02, -0.13, 0.02], [-0.03, 0.10, 0.05], [0.00, -0.03, 0.05], [0.02, 0.01, 0.00], [-0.01, -0.03, -0.01], [-0.01, 0.01, 0.01], [0.01, -0.03, -0.01], [-0.01, 0.03, 0.02], [0.01, -0.02, 0.01], [-0.02, -0.02, -0.02], [0.03, -0.01, -0.02], [0.00, -0.01, -0.01], [-0.01, 0.00, -0.01], [-0.01, 0.02, 0.04], [-0.03, 0.05, -0.05], [-0.01, 0.01, 0.01], [-0.02, -0.03, -0.03], [-0.01, 0.00, 0.00]],
  "lowdin_charge": [-0.124, -0.350, -0.320, 1.766, -0.167, -0.276, -0.245, -0.056, -0.543, 0.014, 0.102, -0.318, -0.876, 0.002, 0.487, -0.270, -0.505, -0.079, -0.085, -0.391, 0.325, -0.324, -0.168, -0.174, 0.066, 0.064, 0.053, 0.052, 0.088, 0.025, 0.025, -0.004, 0.000, 0.042, 0.043, 0.120, 0.080, 0.088, 0.093, 0.045, -0.020, 0.044, 0.062, 0.031, 0.117, 0.080, 0.062, 0.062, 0.057, 0.030, 0.017, 0.072, 0.073, -0.124, -0.198, -0.214, -0.214, -0.046, -0.203, -0.220, -0.178, -0.107, 0.085, 0.082, 0.087, 0.124, 0.122, 0.125, 0.110, 0.076, 0.121, 0.116, 0.115, 0.112, 0.088, 0.073, 0.085, -0.122, -0.198, -0.221, -0.224, -0.048, -0.191, -0.222, -0.197, -0.099, 0.086, 0.083, 0.086, 0.121, 0.119, 0.124, 0.108, 0.076, 0.121, 0.122, 0.113, 0.111, 0.089, 0.074, 0.079]
}